[1]
21
Properties=species:S:1:pos:R:3:forces:R:3:mulliken_charge:R:1 method="wB97M-V/def2-TZVPD" spin_multiplicity=3 homo_lumo_gap_ha="0.279 / 0.230" charge=+1 e_tot_ev=-28354.9455 e_homo_ev="-12.66 / -13.65"
C 0.2442 3.0130 0.6762 0.1 0.0 -0.8 -0.602
C 1.1482 2.5202 -0.2872 -0.8 -0.4 0.8 -0.544
C -0.5609 2.0490 1.2891 -0.8 3.6 1.3 -0.517
C 1.1352 1.2294 -0.7053 1.0 0.4 -1.2 -0.529
C -0.5577 0.8008 0.8847 -0.3 -3.9 0.4 1.086
C 0.2352 0.3127 -0.1808 -0.4 1.9 0.7 0.102
C -0.3619 -1.8379 0.2019 -1.2 1.3 1.0 0.604
C -1.4491 -0.2111 1.5266 -3.9 2.7 -1.3 -0.615
N 2.0526 -3.8825 -1.7969 1.8 -0.2 0.0 -0.072
N 0.0977 -0.8823 -0.6621 0.4 -2.3 -0.5 -0.324
O -0.0880 -2.9846 -2.5592 0.1 -0.4 0.4 -0.413
O 0.0248 -2.9937 0.1380 -0.3 -1.2 0.1 -0.552
O -1.2346 -1.5383 1.2085 1.7 -1.4 -1.3 -0.249
S 0.6240 -4.1166 -1.5777 -1.8 2.5 -1.2 0.746
H 0.1337 4.1065 0.7990 0.2 -0.9 0.4 0.402
H 1.8673 3.1354 -0.6994 1.2 1.4 -0.8 0.464
H -1.2865 2.3530 2.0490 0.3 0.0 -0.1 0.417
H 1.8278 0.9044 -1.4713 0.0 0.0 0.0 0.442
H -1.4753 -0.0740 2.5945 0.1 -0.3 0.4 0.424
H -2.5972 0.1075 1.1472 2.7 -1.0 1.0 0.290
H 0.2206 -2.0113 -2.5748 0.1 -1.7 0.8 0.440

[2]
105
Properties=species:S:1:pos:R:3:forces:R:3:mulliken_charge:R:1 method="wB97M-V/def2-TZVPD" homo_lumo_gap_ha="0.209 / 0.191" charge=0 e_tot_ev=-93077.2218 e_homo_ev="-6.98 / -7.02" e_above_lowest_kcal_mol=18.7
Au 0.1800 0.4723 0.5772 0.6 0.3 -0.2 2.394
C 6.5595 -1.0015 2.8908 0.1 -0.1 0.0 -1.587
C 5.1529 -0.5228 3.1028 0.0 0.0 0.0 0.868
C 4.3167 -1.1422 4.0265 0.0 0.0 0.0 -1.141
C 3.0254 -0.6878 4.2329 0.0 -0.1 0.1 -0.567
C 2.5489 0.3930 3.5060 -0.1 -0.1 0.1 0.075
C 3.3660 1.0212 2.5820 -0.1 0.1 -0.1 -0.053
C 4.6582 0.5629 2.3888 0.0 0.0 0.0 -0.354
S 0.8491 0.8929 3.6895 0.2 0.1 0.1 0.745
O 0.5262 0.8008 5.0928 0.0 0.1 -0.1 -0.800
O 0.7338 2.1821 3.0522 0.1 0.0 0.0 -0.482
N 0.0490 -0.1528 2.7850 -0.1 0.3 -0.3 0.226
C -0.5424 -1.2947 3.2633 0.1 -0.2 0.0 0.113
C -0.4153 -1.7949 4.5461 0.0 0.0 0.3 -1.121
C -1.0898 -2.9481 4.9694 -0.1 -0.1 -0.1 -1.118
C -1.9159 -3.6426 4.1321 0.1 0.1 0.0 -1.128
C -2.0638 -3.1880 2.8026 0.0 -0.1 0.1 0.834
C -2.9176 -3.8470 1.8884 0.0 0.1 -0.1 -0.916
C -3.0427 -3.3750 0.6166 0.1 0.0 0.1 -1.240
C -2.2744 -2.2508 0.2538 -0.1 -0.1 0.0 -0.350
N -1.4656 -1.6265 1.0639 0.0 0.1 0.0 0.884
C -1.3655 -2.0450 2.3503 0.0 0.0 0.1 0.650
H 6.6843 -2.0246 3.2436 0.0 0.0 0.0 0.387
H 7.2725 -0.3765 3.4299 0.0 0.0 0.0 0.378
H 6.8305 -0.9711 1.8351 0.0 0.0 0.0 0.374
H 4.6834 -1.9881 4.5939 0.0 0.0 0.0 0.367
H 2.3890 -1.1702 4.9616 0.0 0.0 0.0 0.382
H 2.9814 1.8618 2.0228 0.0 0.0 0.0 0.347
H 5.2941 1.0574 1.6646 0.0 0.0 0.0 0.398
H 0.1771 -1.2562 5.2695 -0.1 -0.1 -0.1 0.581
H -0.9527 -3.2734 5.9921 0.0 0.0 0.0 0.391
H -2.4560 -4.5208 4.4571 0.0 0.0 0.0 0.427
H -3.4688 -4.7165 2.2239 0.0 0.0 0.0 0.422
H -3.6996 -3.8372 -0.1065 0.0 0.0 0.0 0.485
H -2.3493 -1.8617 -0.7539 -0.1 0.0 0.0 -0.025
I -0.8380 -0.4095 -2.4227 -0.1 -0.1 -0.5 0.332
C -0.4923 1.4685 -3.2642 0.1 -0.1 -0.2 0.544
C 0.3031 1.4785 -4.3809 -0.3 -0.1 0.0 -0.906
C 0.3940 2.6225 -5.1931 -0.1 0.1 0.1 -1.048
C -0.3987 3.6960 -4.9167 0.1 0.0 0.0 -1.007
C -1.2241 3.7108 -3.7686 -0.1 0.2 0.0 0.729
C -2.0892 4.8130 -3.5508 0.0 -0.1 0.0 -0.836
C -2.8941 4.8619 -2.4542 0.1 0.0 -0.1 -1.120
C -2.7540 3.8713 -1.4679 0.1 -0.1 -0.1 -0.100
C -1.9027 2.8015 -1.6111 0.0 0.1 -0.2 0.939
P -1.5098 1.9935 -0.0152 0.1 -0.4 0.6 1.290
C -3.0674 1.2318 0.4956 0.0 -0.1 -0.2 0.931
C -4.0430 0.8915 -0.4297 -0.1 0.0 -0.1 -1.148
C -5.1475 0.1464 -0.0386 0.0 0.0 0.0 -0.705
C -5.2849 -0.2475 1.2816 0.0 0.0 0.0 -0.831
C -4.3136 0.1004 2.2127 0.0 -0.1 0.0 -0.727
C -3.2042 0.8252 1.8212 -0.2 -0.2 -0.1 -1.004
C -1.3240 3.4442 1.0563 0.1 0.1 0.0 0.486
C -0.1511 4.1824 0.9184 0.0 0.0 -0.1 -0.614
C 0.0713 5.2916 1.7104 0.0 0.0 0.0 -0.560
C -0.8698 5.6641 2.6599 0.1 0.1 0.0 -0.710
C -2.0342 4.9316 2.8009 0.0 0.1 0.1 -0.773
C -2.2666 3.8274 1.9960 0.0 0.1 0.1 -0.046
C -1.2029 2.6293 -2.8484 -0.1 0.0 0.1 -0.632
H 0.8275 0.5782 -4.6689 -0.2 0.1 0.0 0.970
H 1.0355 2.6116 -6.0625 0.0 0.0 -0.1 0.453
H -0.4145 4.5595 -5.5678 0.0 0.0 0.0 0.414
H -2.0990 5.6083 -4.2850 0.0 0.0 0.0 0.404
H -3.5727 5.6865 -2.2934 0.0 0.0 0.0 0.425
H -3.2838 4.0018 -0.5341 0.0 0.0 0.0 0.469
H -3.9409 1.1956 -1.4648 0.0 0.0 0.0 0.327
H -5.8968 -0.1254 -0.7701 0.0 0.0 0.0 0.414
H -6.1448 -0.8285 1.5873 0.0 0.0 0.0 0.411
H -4.4036 -0.2196 3.2427 0.0 0.0 0.0 0.471
H -2.4263 1.0356 2.5346 0.2 0.1 0.2 0.473
H 0.5979 3.8800 0.1964 0.0 0.0 0.1 0.194
H 0.9890 5.8539 1.6022 0.0 0.0 0.0 0.448
H -0.6885 6.5211 3.2947 0.0 0.0 0.0 0.385
H -2.7666 5.2131 3.5453 0.0 0.0 0.0 0.445
H -3.1811 3.2657 2.1174 0.0 0.0 0.0 0.424
C 2.1622 2.8956 -1.5092 0.0 0.2 -0.2 -0.628
C 3.0562 2.0484 -2.4031 -0.1 0.0 -0.2 0.495
C 4.5207 2.2169 -1.9938 0.1 0.0 0.0 -1.677
C 2.7883 0.5577 -2.5241 0.2 0.0 0.1 0.586
C 2.9057 -0.0060 -3.7822 0.1 0.1 0.2 -1.013
C 2.8803 -1.3756 -3.9648 0.0 0.0 -0.4 -0.918
C 2.8000 -2.2272 -2.8790 0.0 -0.1 0.5 -0.814
C 2.6326 -1.7552 -1.5888 -0.2 0.1 -0.2 0.355
C 2.8188 -2.7539 -0.4707 0.1 -0.1 0.0 0.651
C 4.3114 -2.7782 -0.1155 0.1 0.0 0.0 -1.550
C 2.0059 -2.6126 0.8056 0.0 0.0 0.1 -1.051
C 2.5023 -0.3177 -1.4021 0.2 -0.1 -0.1 -0.068
N 2.0820 0.2642 -0.3069 -0.3 0.0 0.3 -0.040
H 2.4135 3.9513 -1.6532 0.0 0.0 0.0 0.358
H 2.2980 2.6478 -0.4666 0.1 -0.1 0.3 -0.105
H 1.1099 2.7642 -1.7539 0.0 0.0 0.0 -0.076
H 2.9383 2.4388 -3.4237 0.1 0.0 0.1 0.466
H 4.6788 1.7837 -1.0058 0.0 0.0 0.1 0.180
H 4.7809 3.2744 -1.9456 0.0 0.0 0.0 0.471
H 5.1941 1.7232 -2.6955 0.0 0.0 0.0 0.408
H 3.0550 0.6445 -4.6377 0.0 0.0 0.1 0.608
H 2.9805 -1.7869 -4.9608 0.0 0.0 0.0 0.415
H 2.8822 -3.2968 -3.0354 0.0 0.0 0.0 0.470
H 2.5653 -3.7222 -0.9210 0.1 0.0 0.1 0.553
H 4.6021 -1.8219 0.3213 0.0 0.1 0.0 0.270
H 4.9336 -2.9645 -0.9911 0.0 0.0 0.0 0.430
H 4.5069 -3.5539 0.6254 0.0 0.0 0.0 0.420
H 2.2939 -1.7393 1.3891 0.0 0.1 0.0 -0.269
H 2.1880 -3.4929 1.4285 0.0 0.0 0.0 0.550
H 0.9428 -2.5546 0.6042 -0.2 0.1 0.0 0.065

[3]
117
Properties=species:S:1:pos:R:3:forces:R:3:mulliken_charge:R:1 method="wB97M-V/def2-TZVPD" spin_multiplicity=2 homo_lumo_gap_ha="0.269 / 0.270" charge=0 e_tot_ev=-186760.3276 e_homo_ev="-7.79 / -7.79" e_above_lowest_kcal_mol=116.9
Ca -0.4538 0.8819 -0.6307 0.2 -0.7 -0.3 2.632
C -3.3723 3.0136 2.0426 0.0 -0.2 0.2 -1.654
C -2.5767 1.8253 1.5837 0.0 0.0 0.0 0.049
N -1.3435 1.8823 1.2181 -0.4 0.9 0.4 0.717
N -0.6771 3.1017 1.4607 0.0 -0.2 -0.2 -1.284
C 0.2523 3.5096 0.6919 -0.2 -0.3 -0.1 0.132
O 0.6396 2.8192 -0.4668 0.2 1.5 0.5 0.236
C 0.9984 4.7383 1.0596 0.0 -0.3 -0.1 -0.270
C 0.2920 5.8866 1.3815 -0.1 0.2 0.0 -0.350
C 0.9818 7.0328 1.7575 0.1 0.0 0.0 -0.771
C 2.3713 7.0228 1.8249 -0.1 0.0 0.0 -0.463
C 3.0748 5.8649 1.5113 0.0 0.0 0.0 -0.894
C 2.3894 4.7241 1.1190 0.1 0.0 0.0 0.327
C -3.3108 0.5142 1.4791 0.6 0.3 -0.8 0.780
C -4.4659 0.3284 2.1200 -0.8 -0.3 0.2 -0.826
C -5.3813 -0.7576 1.7187 0.0 0.4 0.2 -0.794
C -5.0553 -1.6502 0.7907 0.1 0.0 -0.2 -1.052
C -3.6344 -1.7111 0.3284 0.0 0.3 -0.3 0.596
N -2.7858 -0.5469 0.7176 0.4 0.1 0.4 0.825
H -2.7633 3.9060 2.0295 0.1 0.1 0.0 0.294
H -3.7658 2.8617 3.0536 0.0 0.0 -0.1 0.436
H -4.2127 3.1458 1.3570 0.0 0.0 0.0 0.308
H -0.7922 5.8771 1.3127 0.2 0.0 0.0 0.355
H 0.4330 7.9356 1.9944 0.0 0.0 0.0 0.415
H 2.9080 7.9185 2.1231 -0.1 -0.1 0.0 0.396
H 4.1575 5.8500 1.5738 -0.1 0.0 0.0 0.432
H 2.9351 3.8178 0.8690 -0.1 0.1 0.0 0.478
H -4.8008 1.0522 2.8494 -0.1 -0.1 -0.1 0.405
H -6.3933 -0.7387 2.1155 0.2 0.0 0.0 0.436
H -5.7788 -2.3374 0.3622 0.1 0.0 0.1 0.392
H -3.1595 -2.6405 0.6540 0.1 -0.1 0.0 0.494
O 0.4144 0.0475 -2.4654 0.7 -1.2 -0.8 -0.149
N 1.3680 -0.7448 -2.4806 0.3 0.8 -0.8 -0.752
Cl -2.6574 3.1906 -4.2983 0.1 0.0 -0.1 -0.454
Ge -2.2370 2.5512 -2.2129 -0.9 0.7 -0.3 1.488
Cl -4.3949 1.9531 -1.7099 0.1 0.0 0.0 -0.403
Cl -2.4149 4.5924 -1.1800 0.1 0.0 0.0 -0.424
N -2.3829 -0.3693 -0.6820 -0.7 0.1 0.5 -0.933
C -3.1612 -1.3331 -1.0720 -0.1 -0.3 0.3 -0.412
N -3.2955 -1.8263 -2.2889 -0.1 -0.1 -0.4 0.442
C -4.3098 -2.8399 -2.5876 0.3 0.2 -0.1 -0.807
C -3.7553 -3.8584 -3.5758 0.1 0.0 -0.2 -0.810
C -2.9570 -3.1871 -4.7274 -0.1 0.0 0.1 -0.486
C -3.1400 -1.6687 -4.7359 -0.1 -0.1 0.1 -1.206
C -2.6900 -1.0702 -3.4155 -0.2 -0.2 0.2 0.393
H -5.2020 -2.3610 -2.9927 -0.1 0.1 0.0 0.407
H -4.5991 -3.3274 -1.6603 0.0 0.0 0.1 0.385
H -4.5991 -4.4242 -3.9711 0.0 -0.1 0.0 0.437
H -3.1202 -4.5686 -3.0424 0.0 0.0 0.0 0.246
H -3.2622 -3.6054 -5.6865 0.0 0.0 0.0 0.445
H -1.8920 -3.4047 -4.6185 0.0 0.0 0.0 0.143
H -4.1869 -1.4140 -4.9259 0.0 0.0 0.0 0.394
H -2.5567 -1.2077 -5.5309 0.0 0.0 -0.1 0.482
H -2.9859 -0.0240 -3.3430 -0.1 0.1 0.1 -0.430
H -1.6039 -1.1085 -3.3272 0.1 -0.1 0.1 0.062
N 4.5406 5.2189 -5.4354 -0.2 -0.2 0.3 -0.539
C 3.8580 4.8165 -4.5988 -0.2 -0.1 0.1 -0.202
C 2.9974 4.3143 -3.5362 0.3 0.3 -0.4 0.443
C 3.2678 3.0823 -2.9516 0.2 -0.1 -0.1 -1.029
C 2.4718 2.6229 -1.9203 0.3 -0.3 0.0 0.166
C 1.4215 3.4029 -1.4988 -0.4 -0.4 0.8 -0.326
C 1.1053 4.6109 -2.0765 -0.2 0.2 0.0 -0.230
C 1.9111 5.0713 -3.1037 0.0 0.1 -0.1 -0.834
H 4.1001 2.4871 -3.3056 0.0 0.0 0.0 0.528
H 2.6531 1.6652 -1.4424 0.0 0.0 0.0 0.553
H 0.2376 5.1677 -1.7511 0.0 0.0 0.0 0.499
H 1.6894 6.0168 -3.5811 0.0 0.0 0.0 0.497
N 0.9577 -0.1715 0.5705 0.6 -0.3 0.5 -0.376
P 1.3731 -1.4789 1.1831 0.4 -0.5 -0.2 -1.813
N 0.9889 -2.8304 0.0990 0.5 -0.1 0.4 0.974
C 1.5956 -4.1621 0.2405 -0.2 0.2 -0.2 -0.955
C 2.4813 -4.4759 -0.9572 0.0 0.1 -0.1 -0.509
C 1.7107 -4.3069 -2.2892 -0.1 0.2 0.2 -1.077
C 0.3452 -3.6181 -2.0842 -0.3 -0.7 0.0 -1.027
C 0.4602 -2.5139 -1.0850 -1.0 -0.3 -0.5 0.633
N 3.0095 -1.8200 1.3563 0.7 0.4 0.2 1.018
C 3.8977 -1.1823 0.3506 -0.2 -0.1 0.5 -0.836
C 4.5088 0.1118 0.8811 0.0 -0.1 0.1 0.015
C 5.2753 -0.1704 2.1781 -0.1 0.0 0.0 -1.206
C 4.3609 -0.8393 3.2105 0.0 0.0 -0.1 -0.370
C 3.7104 -2.0930 2.6245 -0.1 0.2 -0.4 -1.250
N 0.7160 -2.0837 2.6066 -0.4 0.2 0.5 0.155
C 0.7763 -1.0561 3.7017 -0.3 -0.3 -0.2 -0.679
C -0.5873 -0.4311 3.9577 -0.1 -0.1 0.0 0.076
C -1.5842 -1.4909 4.4551 0.1 0.0 -0.1 -0.948
C -1.2750 -2.8702 3.8357 0.0 0.2 0.1 -1.290
C -0.6297 -2.7163 2.4682 0.3 0.2 0.2 -0.211
H 0.7954 -4.9047 0.3174 -0.1 0.0 0.0 0.629
H 2.1607 -4.1865 1.1650 0.0 0.1 0.1 0.539
H 2.8701 -5.4891 -0.8501 0.0 0.0 -0.1 0.507
H 3.3359 -3.7955 -0.9319 0.0 0.0 0.0 0.012
H 1.5593 -5.2650 -2.7823 0.0 0.0 0.0 0.420
H 2.2969 -3.6868 -2.9683 0.0 0.0 0.0 0.364
H -0.4008 -4.3286 -1.7016 0.1 -0.1 -0.1 0.600
H -0.0347 -3.2277 -3.0284 0.0 0.0 0.0 0.314
H -0.2840 -1.7200 -1.0827 -0.6 -0.1 0.3 0.107
H 1.0764 -1.7404 -1.8839 1.0 0.5 0.1 -0.336
H 3.3358 -0.9899 -0.5613 -0.1 0.0 0.0 0.110
H 4.7020 -1.8895 0.1128 0.0 -0.1 0.0 0.532
H 3.6864 0.8110 1.0709 0.1 0.0 0.0 -0.137
H 5.1696 0.5533 0.1261 -0.1 0.0 0.1 0.488
H 5.6997 0.7496 2.5866 0.0 0.0 0.0 0.454
H 6.1157 -0.8427 1.9552 0.0 0.1 0.0 0.338
H 3.5760 -0.1338 3.4984 0.1 0.0 0.0 0.114
H 4.9193 -1.1012 4.1160 0.0 0.0 -0.1 0.465
H 3.0144 -2.5465 3.3259 -0.1 0.0 0.0 0.515
H 4.4991 -2.8278 2.4218 0.0 -0.1 0.0 0.557
H 1.4709 -0.2727 3.4134 0.1 0.0 -0.1 0.349
H 1.1629 -1.5115 4.6171 0.0 -0.1 0.0 0.401
H -0.9284 0.0166 3.0213 0.0 0.0 0.0 -0.655
H -0.4874 0.3786 4.6839 0.0 0.0 0.0 0.800
H -2.6031 -1.1878 4.1955 0.0 0.0 0.0 0.260
H -1.5397 -1.5591 5.5452 0.0 0.0 0.0 0.419
H -2.1895 -3.4558 3.7271 0.0 0.0 0.1 0.491
H -0.6018 -3.4412 4.4819 0.0 0.0 0.0 0.380
H -1.2899 -2.1097 1.8361 0.1 0.1 -0.1 -0.083
H -0.5205 -3.6923 1.9995 0.1 -0.1 0.0 0.363

[4]
53
Properties=species:S:1:pos:R:3:forces:R:3:mulliken_charge:R:1 method="wB97M-V/def2-TZVPD" spin_multiplicity=5 homo_lumo_gap_ha="0.213 / 0.238" charge=0 e_tot_ev=-83380.9317 e_homo_ev="-5.52 / -6.20" e_above_lowest_kcal_mol=0.0
Fe 0.0326 0.4922 0.6972 -1.5 1.2 1.1 0.228
C -4.9114 -1.6356 0.8657 -0.1 0.0 0.0 -0.670
C -4.3042 -0.2490 0.8259 -0.3 0.0 0.1 -0.677
N -2.8743 -0.3727 0.8438 0.3 0.2 0.4 0.123
C -2.1697 -1.3087 0.1602 -1.6 0.1 0.1 0.255
N -0.8987 -1.1208 0.0384 0.4 -1.4 -1.0 0.052
C -0.1403 -2.1516 -0.6702 0.0 0.1 0.0 -0.005
C -0.9725 -2.8354 -1.7387 0.2 -0.2 0.0 -0.748
C -2.2172 -3.4082 -1.0880 0.2 -0.1 -0.1 -0.817
N -2.8929 -2.3683 -0.3265 0.3 -0.3 -0.2 0.235
C -4.3472 -2.4347 -0.2947 -0.2 0.1 0.2 -0.721
H -6.0033 -1.5831 0.8018 0.2 0.0 -0.1 0.367
H -4.6583 -2.1283 1.8131 0.0 0.1 -0.1 0.304
H -4.6358 0.3311 1.6931 0.2 0.0 -0.1 0.384
H -4.6201 0.2907 -0.0740 -0.2 0.0 0.0 0.326
H -2.3313 0.4571 1.0498 0.0 0.1 -0.1 -0.016
H 0.2432 -2.8804 0.0536 0.0 -0.1 -0.1 0.151
H 0.7291 -1.6807 -1.1416 -0.2 -0.3 0.2 -0.141
H -0.3959 -3.6283 -2.2263 -0.1 0.1 0.1 0.405
H -1.2553 -2.1088 -2.5108 0.0 -0.1 0.1 0.250
H -1.9531 -4.2313 -0.4136 0.0 -0.1 -0.1 0.275
H -2.8739 -3.8182 -1.8644 -0.2 0.2 0.2 0.481
H -4.6790 -3.4760 -0.2055 0.3 0.1 -0.1 0.420
H -4.7417 -2.0477 -1.2422 -0.1 0.0 0.0 0.327
Cl 2.6081 -1.2734 3.2182 -0.2 -0.2 0.0 -0.264
C 2.5575 0.4167 2.8483 1.2 1.2 -0.2 0.745
C 3.7819 1.0897 2.7596 -0.5 -0.1 -0.1 -0.610
C 3.8153 2.4540 2.4740 0.1 0.0 -0.1 -0.508
C 2.6252 3.1480 2.2749 -0.5 -0.4 0.0 -0.725
C 1.4013 2.4797 2.3661 1.1 1.0 -0.1 -0.071
C 1.3497 1.1078 2.6533 -1.4 -0.6 1.5 -0.063
C 0.0326 0.4922 2.7736 -0.9 -0.9 0.1 -1.340
H 4.7145 0.5539 2.9176 -0.2 0.0 0.0 0.404
H 4.7677 2.9738 2.4088 -0.1 -0.1 0.0 0.368
H 2.6459 4.2120 2.0516 0.0 -0.1 0.1 0.398
H 0.4839 3.0438 2.2098 0.1 -0.3 0.1 0.317
H -0.8335 1.0874 3.1324 0.9 0.0 -0.3 0.400
H -0.1013 -0.5511 3.1201 0.7 0.6 0.0 0.359
O 1.8105 0.4922 0.0683 1.7 0.0 -0.6 -0.347
S 2.1969 0.1074 -1.3299 0.8 0.2 -1.2 0.046
C 3.6510 1.1194 -1.7876 0.1 0.2 0.1 -0.569
C 3.1240 2.3639 -2.4765 0.1 0.3 -0.1 -0.594
C 1.9905 1.8787 -3.3624 0.1 0.1 -0.3 -0.760
C 1.1002 1.0389 -2.4646 -0.2 -0.1 -0.3 -0.253
H 4.2572 0.5187 -2.4732 -0.1 -0.1 0.1 0.393
H 4.2402 1.3487 -0.8962 -0.2 -0.3 0.1 0.358
H 3.9078 2.8621 -3.0549 0.0 -0.1 0.1 0.373
H 2.7452 3.0800 -1.7369 0.1 -0.1 -0.1 0.285
H 2.3892 1.2673 -4.1814 0.0 0.1 0.1 0.297
H 1.4363 2.7105 -3.8080 0.0 -0.2 0.1 0.366
H 0.4859 0.3345 -3.0310 0.0 0.0 0.2 0.258
H 0.4486 1.6726 -1.8544 0.1 -0.2 0.3 0.184
H -0.7623 1.8691 0.1348 -0.2 0.1 -0.2 -0.237